Record 1
# C4H11N3O

A molecular structure, C4H11N3O at a distorted geometry (the ωB97M-V functional and the def2-TZVPD basis, OMol25).

Geometry (Å):
C  0.772  -1.322  -0.932
C  -0.054  1.111  -1.483
C  1.129  -0.123  1.664
N  0.251  -1.029  0.950
C  -0.423  -0.555  -1.123
N  -1.023  -0.998  1.480
N  -0.834  1.992  -0.703
O  -1.617  -0.843  -1.122
H  -1.469  -0.074  1.444
H  -1.637  -1.633  0.966
H  -1.826  1.770  -0.752
H  -0.556  2.043  0.271
H  1.726  -0.802  -0.926
H  0.775  -2.288  -1.431
H  -0.358  1.129  -2.526
H  1.012  1.307  -1.403
H  0.821  0.931  1.588
H  1.157  -0.386  2.728
H  2.156  -0.231  1.311

## Properties
HOMO (spin up / spin down) = -8.0009 / -8.0001 eV
Orbital gap (spin up / spin down) = 0.302 / 0.302 Eh
Relative energy (zero: lowest compared OMol25 entry of this formula, charge and spin) = 123.8 kcal per mole
M = 117.2 g/mol

***

Record 2
# C6H15NO2

3 unconnected molecules or ions with the total composition C6H15NO2 at a distorted geometry (the ωB97M-V functional and the def2-TZVPD basis, OMol25).

Geometry (Å):
C  -1.704  1.516  0.036
N  1.198  1.733  -0.402
C  0.661  0.724  0.359
C  -0.660  0.525  0.491
C  -1.177  -0.601  1.310
C  -1.366  -1.834  0.847
C  1.615  -0.008  1.292
H  -2.363  1.718  0.897
H  -1.414  2.515  -0.264
H  -2.405  1.038  -0.654
H  0.595  2.158  -1.083
H  2.166  1.680  -0.666
H  -1.380  -0.427  2.368
H  -1.664  -2.604  1.541
H  -1.221  -2.090  -0.194
H  2.600  0.337  1.038
H  1.369  0.271  2.309
H  1.618  -1.098  1.276
H  3.245  -1.640  -0.957
H  1.775  -1.325  -1.343
O  2.692  -1.105  -1.529
H  -1.955  -0.946  -1.971
H  -0.764  -0.089  -2.067
O  -1.461  -0.448  -2.635

## Properties
HOMO = -7.8496 eV
Orbital gap = 0.312 Eh
Relative energy (zero: lowest compared OMol25 entry of this formula, charge and spin) = 52.0 kcal per mole
M = 133.2 g/mol
SMILES = C=C/C(C)=C(\C)N.O.O

***

Record 3
# C6H15N6S

3 unconnected molecules or ions with the total composition C6H15N6S at a distorted geometry (the ωB97M-V functional and the def2-TZVPD basis, OMol25).

Geometry (Å):
C  2.034  -0.464  0.002
C  3.518  -0.205  -0.126
C  -2.138  2.095  -0.191
C  3.574  1.321  0.017
C  -3.645  1.843  -0.123
C  -2.174  -0.245  0.263
N  1.341  0.628  0.135
N  -1.468  0.819  0.061
N  1.507  -1.686  -0.016
N  -1.953  -3.568  -0.236
N  -1.118  -2.858  0.435
N  2.164  1.705  0.029
S  -3.842  0.040  0.213
H  4.076  -0.728  0.652
H  3.884  -0.546  -1.096
H  -1.838  2.459  -1.178
H  -1.815  2.823  0.559
H  4.076  1.634  0.936
H  4.065  1.809  -0.829
H  -4.133  2.381  0.687
H  -4.156  2.056  -1.060
H  -0.435  0.789  0.080
H  2.113  -2.479  -0.132
H  0.509  -1.849  0.069
H  -2.858  -3.877  0.110
H  -1.727  -3.737  -1.210
H  -1.440  -2.670  1.384
H  1.879  2.511  0.569

## Properties
Total charge = +1
HOMO (spin up / spin down) = -9.8329 / -9.8327 eV
Orbital gap (spin up / spin down) = 0.174 / 0.142 Eh
Relative energy (zero: lowest compared OMol25 entry of this formula, charge and spin) = 31.1 kcal per mole
M = 203.3 g/mol

***

DFT total energy, record by record: -10839.84173 -12049.15846 -26230.68647 eV